82
Properties=species:S:1:pos:R:3:forces:R:3 method="wB97M-V/def2-TZVPD" charge=-2 energy_ha=-2826.8380 homo_lumo_gap_ev=4.5 relative_energy_kj_mol=0.0 lumo_energy_ev=3.78
Na 0.039283 0.563314 0.670851 0.5084 -0.2194 -0.5629
O -3.367253 -0.266897 5.611829 -0.1235 -0.0665 0.1574
C -2.676616 0.021658 4.648004 0.0623 0.0394 -0.0981
C -1.181988 0.115752 4.627906 -0.1605 0.0404 -0.1594
O -0.432446 -0.096321 5.573042 0.0953 -0.0229 0.1567
C -0.800858 0.493417 3.258544 0.1339 0.0110 0.2263
C -1.992709 0.676256 2.458790 -0.2270 0.0215 0.1149
O -2.002114 1.029892 1.243744 -0.1330 -0.0464 0.1119
C -3.169859 0.334066 3.268764 0.1550 0.0876 -0.0387
O -4.338849 0.302437 2.896532 -0.1708 -0.0065 -0.0042
O 0.379983 0.623887 2.841472 0.0375 0.0353 0.0046
C -1.905561 -3.128425 0.284763 -0.0061 0.1124 0.0437
C -1.177312 -2.718874 1.568487 0.1013 -0.0445 -0.1477
C 0.167235 -3.388653 1.716484 -0.0860 0.0928 -0.0176
C 0.272947 -4.554524 2.460696 0.0407 0.0261 0.0566
C 1.496123 -5.184698 2.648319 -0.0178 0.0205 -0.0081
C 2.632693 -4.621230 2.099122 0.0070 0.0121 0.0125
C 2.571576 -3.459534 1.331087 -0.0591 0.0683 -0.0387
C 3.876797 -2.852639 0.857939 -0.0220 -0.0790 -0.0296
C 4.579878 -3.667436 -0.231885 -0.0083 0.0442 0.0096
C 1.317852 -2.859945 1.099365 0.1051 -0.2051 0.0538
N 1.193220 -1.706541 0.306056 -0.1246 0.0785 -0.0627
C 1.645246 -1.754273 -0.892636 0.0020 -0.1407 0.1858
C 1.686857 -0.662407 -1.811456 0.1298 0.1928 -0.2002
C 2.194865 -0.723816 -3.123863 -0.0344 -0.0406 0.1187
C 2.021473 0.554265 -3.659813 -0.0060 0.0602 0.0297
C 1.427889 1.312548 -2.632820 0.0278 0.0263 -0.0740
N 1.232366 0.595947 -1.519001 -0.1545 -0.0592 0.0327
H -2.881473 -2.639720 0.233408 0.0473 -0.0102 -0.0256
H -2.048557 -4.212008 0.243653 -0.0041 -0.0137 0.0013
H -1.332003 -2.822490 -0.594419 -0.0161 -0.0125 0.0201
H -1.789994 -2.952869 2.440416 -0.0158 -0.0664 -0.0032
H -1.057000 -1.637524 1.578339 0.0328 0.0097 -0.0053
H -0.620245 -4.952729 2.931191 0.0128 0.0138 -0.0170
H 1.565718 -6.080073 3.255102 -0.0075 0.0040 -0.0156
H 3.603597 -5.070806 2.289596 -0.0165 0.0150 -0.0078
H 4.541898 -2.777754 1.722807 0.0098 -0.0217 0.0195
H 3.714856 -1.835151 0.508768 -0.0059 0.0323 -0.0011
H 4.707099 -4.707374 0.078170 0.0062 0.0165 0.0000
H 5.567560 -3.253691 -0.453981 -0.0376 -0.0138 0.0012
H 4.000501 -3.667148 -1.157545 0.0209 -0.0135 0.0247
H 2.041875 -2.700668 -1.285340 0.0165 -0.0198 -0.0094
H 2.625897 -1.593907 -3.602492 -0.0098 0.0128 0.0106
H 2.290338 0.901013 -4.647369 -0.0108 -0.0049 0.0181
H 1.132348 2.353271 -2.685682 0.0004 -0.0639 -0.0002
C -4.145007 -2.457009 -2.840118 0.0622 0.0121 0.0349
N -2.749343 -2.246060 -3.110604 0.0161 0.0441 -0.0495
C -1.935487 -3.262423 -3.745654 -0.0579 0.0674 0.0184
C -0.572190 -2.576276 -3.806485 -0.0247 0.0696 -0.0385
N -0.950692 -1.167941 -3.788765 0.0441 -0.1141 0.0665
C -2.177324 -1.009905 -3.213105 -0.0296 -0.2023 0.1342
S -2.843972 0.407698 -2.692453 -0.0502 0.1440 -0.1113
H -4.275221 -3.424619 -2.354250 0.0010 -0.0163 0.0151
H -4.745100 -2.431706 -3.759030 -0.0030 -0.0128 0.0018
H -4.490978 -1.669399 -2.174664 -0.0097 0.0054 -0.0044
H -2.317296 -3.505853 -4.747406 -0.0103 0.0185 -0.0216
H -1.919429 -4.176201 -3.149757 -0.0050 -0.0306 0.0012
H -0.017330 -2.829252 -4.709345 0.0289 0.0127 0.0099
H 0.038776 -2.832669 -2.937756 -0.0047 0.0215 0.0378
H -0.242950 -0.476171 -3.571358 0.0234 0.0679 -0.0617
C 1.199126 6.479515 0.852347 -0.0520 -0.0395 0.0205
N 1.535379 5.218296 0.206432 -0.0293 -0.0940 -0.0051
C 0.683579 5.067201 -0.974671 -0.0441 0.0038 0.0948
N -0.747437 5.159379 -0.697417 0.0187 -0.0841 0.0417
C -1.002426 6.422578 -0.020890 0.0223 -0.0515 0.0432
N -0.213976 6.633838 1.194811 -0.0214 -0.0564 0.0572
C -0.600489 5.658562 2.230706 0.0463 -0.0259 -0.0766
P -0.386792 3.850744 1.778342 -0.0221 0.2324 0.0580
C 1.351768 4.078906 1.125785 -0.0379 0.0142 -0.0529
C -1.203964 4.010476 0.110193 0.0559 0.0022 -0.0486
H 1.467004 7.289778 0.167387 0.0073 0.0249 -0.0233
H 1.795186 6.582128 1.762613 -0.0008 0.0011 0.0108
H 0.894725 4.104560 -1.438825 -0.0009 -0.0253 0.0042
H 0.944008 5.862232 -1.680061 0.0067 0.0259 -0.0173
H -2.062791 6.480948 0.234191 -0.0098 0.0004 0.0044
H -0.765282 7.233426 -0.716652 0.0109 0.0240 -0.0192
H -1.647871 5.826178 2.494710 -0.0250 0.0006 -0.0082
H -0.015090 5.856873 3.133014 0.0150 0.0182 0.0093
H 1.650809 3.163951 0.606058 0.0160 0.0059 -0.0013
H 2.033383 4.192223 1.973112 -0.0029 0.0080 0.0039
H -2.284578 4.070526 0.255157 -0.0069 0.0148 0.0017
H -1.033863 3.087877 -0.450539 -0.0216 0.0107 -0.0130